DFT (ωB97M-V with the def2-TZVPD basis set) results for a molecular structure, C24H22N8O7P2Sr at a distorted geometry.

Summary:
**HOMO level**: -7.1808 eV
**Max |F|**: 0.0323 Eh/bohr
**HOMO-LUMO gap**: 6.76 eV
**Energy relative to the best compared isomer or geometry (same formula, charge and spin)**: 20.8 kcal/mol

```
! RIJCOSX wB97M-V def2-TZVPD def2/J DEFGRID3
* xyz 0 1
Sr 0.5588 -0.9429 0.3296
N -1.2428 3.5603 1.3483
C -0.0933 3.1025 0.8331
N -0.3411 2.1085 0.0114
C -1.6952 1.9864 0.0864
N -2.2839 2.8552 0.8797
C -2.4320 0.9562 -0.6538
C -3.7902 1.0999 -0.9292
N -4.4673 0.1875 -1.6093
C -3.7769 -0.8725 -2.0250
C -2.4289 -1.0258 -1.7485
N -1.7453 -0.1105 -1.0594
H -1.3907 4.2981 2.0147
H 0.8753 3.5065 1.0780
H -4.3243 1.9758 -0.5834
H -4.3183 -1.6234 -2.5866
H -1.8770 -1.8992 -2.0716
N 0.0699 -2.9058 -10.4010
C 0.1726 -2.7181 -9.2719
C 0.3007 -2.4828 -7.8574
C -0.7891 -2.6916 -7.0151
C -0.6563 -2.4714 -5.6568
C 0.5508 -2.0226 -5.1235
C 1.6335 -1.8148 -5.9745
C 1.5154 -2.0492 -7.3327
C 0.6741 -1.7788 -3.6603
C 0.4303 -2.8869 -2.8272
C 0.4023 -4.2444 -3.2503
C 0.2013 -5.0093 -2.1216
C 0.0829 -4.0880 -1.0606
N 0.2221 -2.8246 -1.4602
C 1.0369 -0.4962 -3.2637
C 1.1509 0.6437 -4.1221
C 1.6149 1.6741 -3.3463
C 1.7688 1.1303 -2.0458
N 1.4182 -0.1418 -1.9750
H -1.7294 -3.0269 -7.4313
H -1.4935 -2.6413 -4.9926
H 2.5728 -1.4771 -5.5571
H 2.3587 -1.8989 -7.9932
H 0.5559 -4.5975 -4.2578
H 0.1403 -6.0836 -2.0529
H -0.1189 -4.3206 -0.0218
H 0.9005 0.6743 -5.1701
H 1.8223 2.6884 -3.6478
H 2.1282 1.6499 -1.1676
C 2.3534 -1.0943 4.6882
C 0.9630 -1.2042 4.0758
O -0.0707 -1.3027 5.0668
P 0.8683 -2.6289 2.9522
O -0.6036 -2.6291 2.3831
O 1.0244 -3.8752 3.9242
O 1.8731 -2.5999 1.8690
P 0.5225 0.3265 3.1097
O 0.3067 1.3880 4.2802
O -0.7783 -0.0286 2.4136
O 1.6352 0.7097 2.2013
H 2.5546 -1.9389 5.3511
H 2.4339 -0.1730 5.2647
H 3.1089 -1.0774 3.9034
H 0.1221 -2.0492 5.6474
H -1.0027 -1.7224 2.5036
H 1.2929 -4.6846 3.4682
H -0.3679 1.0681 4.8981
*
```


DFT (ωB97M-V with the def2-TZVPD basis set) results for a molecular structure, C2HBrClIO at a distorted geometry.

Summary:
**HOMO level (spin up / spin down)**: -9.3588 / -8.1528 eV
**Max |F|**: 0.0583 Eh/bohr
**HOMO-LUMO gap (spin up / spin down)**: 8.83 / 6.79 eV
**Energy relative to the best compared isomer or geometry (same formula, charge and spin)**: 74.8 kcal/mol

```
! RIJCOSX wB97M-V def2-TZVPD def2/J DEFGRID3
* xyz 0 1
C -1.1044 1.9258 1.9236
C 1.3284 -0.3229 0.3362
O -1.5603 2.8914 1.4418
Cl -1.1886 1.3722 3.4917
Br 1.4331 -1.8683 1.3262
I 2.6007 0.1328 -1.2377
H 0.7168 0.4216 0.6515
*
```